(1)
2 unconnected molecules or ions with the total composition C4H10N2O2 in a non-equilibrium geometry, computed with ωB97M-V/def2-TZVPD.

SMILES   N/N=C/O.CCC=O
Energy relative to the best compared isomer or geometry (same formula, charge and spin)   80.9 kcal per mole
LUMO energy   0.73 eV
Orbital gap   8.7516 eV
HOMO   -8.020 eV
Calculated total energy   -11383.396 eV
Total charge   0

Geometry as XYZ:
```
18
Properties=species:S:1:pos:R:3:nbo_charge:R:1
N 1.965 1.262 -1.530 -0.68
N 2.627 0.352 -0.756 -0.35
C 2.434 0.153 0.480 0.32
O 3.357 -0.487 1.216 -0.68
H 2.513 1.775 -2.206 0.37
H 1.263 1.810 -1.031 0.37
H 1.549 0.402 1.066 0.14
H 4.140 -0.621 0.664 0.49
C -2.370 -1.553 0.485 -0.61
C -2.309 -0.034 0.423 -0.51
C -1.042 0.498 -0.291 0.46
O -0.624 1.610 -0.089 -0.54
H -2.255 -1.988 -0.506 0.21
H -3.335 -1.869 0.876 0.22
H -1.590 -1.941 1.137 0.21
H -2.408 0.424 1.408 0.22
H -3.139 0.339 -0.186 0.23
H -0.777 -0.132 -1.160 0.12
```


(2)
2 unconnected molecules or ions with the total composition C3H10NO, computed with ωB97M-V/def2-TZVPD.

Energy relative to the best compared isomer or geometry (same formula, charge and spin)   22.0 kcal per mole
LUMO energy   4.38 eV
Orbital gap   6.9394 eV
HOMO   -2.558 eV
Calculated total energy   -6809.821 eV
Total charge   -1

Geometry as XYZ:
```
15
Properties=species:S:1:pos:R:3:nbo_charge:R:1
C -2.655 -0.443 0.132 -0.19
O -1.506 0.150 0.528 -0.98
H -2.824 -1.462 0.563 0.08
H -3.580 0.121 0.409 0.08
H -2.741 -0.600 -0.974 0.08
C 1.542 -1.135 -0.112 -0.41
N 1.000 0.122 -0.563 -0.70
C 1.684 1.286 -0.065 -0.39
H 1.874 -1.771 -0.931 0.15
H 2.396 -1.010 0.566 0.15
H 0.787 -1.700 0.440 0.20
H -0.022 0.149 -0.337 0.45
H 1.753 1.320 1.034 0.14
H 1.176 2.181 -0.434 0.19
H 2.721 1.319 -0.434 0.15
```


(3)
40 unconnected molecules or ions with the total composition H80O40 in a non-equilibrium geometry, computed with ωB97M-V/def2-TZVPD.

Energy relative to the best compared isomer or geometry (same formula, charge and spin)   273.6 kcal per mole
LUMO energy   -0.51 eV
Orbital gap   9.8449 eV
HOMO   -10.353 eV
Calculated total energy   -83193.952 eV
Total charge   0

Geometry as XYZ:
```
120
Properties=species:S:1:pos:R:3:lowdin_charge:R:1
H -0.950 2.296 -2.079 0.03
H -0.134 3.501 -2.257 0.02
O -0.057 2.565 -2.179 -0.01
H -3.258 -0.709 3.719 0.01
H -2.768 -1.971 4.431 0.06
O -2.808 -1.522 3.593 -0.01
H -0.789 5.576 -3.208 0.04
H -1.700 6.021 -2.138 0.05
O -0.912 6.306 -2.587 -0.01
H 3.190 -1.602 3.408 0.07
H 3.603 -0.669 2.402 0.04
O 3.301 -0.625 3.319 -0.06
H -2.750 0.429 -1.464 0.02
H -1.493 -0.002 -2.052 -0.01
O -2.294 0.481 -2.302 -0.05
H 0.344 -1.613 4.290 0.02
O 1.175 -2.110 4.462 -0.11
H 2.926 -1.327 -0.785 0.04
O 3.514 -0.556 -0.709 -0.06
H 0.347 1.066 -1.302 0.03
H 0.363 -0.650 -0.895 0.05
O -0.013 0.158 -1.255 -0.10
H -0.268 2.402 4.141 0.01
H 0.145 1.556 5.349 0.06
O -0.525 2.196 5.051 -0.09
H 4.659 1.553 2.966 0.02
H 4.882 0.481 4.010 -0.03
O 5.281 1.215 3.613 -0.04
H -2.672 1.829 4.591 -0.03
H -2.452 2.396 5.988 0.08
O -2.871 1.620 5.493 -0.10
H -3.715 5.740 1.085 0.03
O -3.187 5.152 0.525 -0.10
H 1.297 2.305 -4.364 -0.01
H 0.768 2.576 -5.700 0.03
O 0.798 1.925 -5.035 0.00
H 0.683 5.277 3.190 0.04
H -0.259 4.560 2.140 0.09
O 0.533 4.409 2.795 -0.09
H -1.950 -0.883 -0.444 0.05
H -2.334 -1.447 1.079 0.04
O -1.893 -0.752 0.534 -0.09
H 0.084 -3.173 -1.279 0.09
H 0.304 -2.681 0.256 0.01
O 0.706 -3.225 -0.480 -0.09
H -1.805 -3.937 0.708 0.10
H -2.998 -3.826 1.541 0.08
O -2.496 -3.238 0.950 -0.07
H -2.092 -4.979 -1.747 -0.04
H -2.394 -4.431 -3.271 0.02
O -2.376 -4.289 -2.308 -0.07
H -2.513 0.060 -4.765 0.10
O -1.743 -0.005 -5.484 -0.12
H 0.154 -1.190 1.773 0.07
H -0.975 -2.324 1.426 -0.05
O -0.242 -2.091 1.984 -0.07
H -5.574 -1.417 2.959 0.04
O -5.443 -0.501 2.730 -0.02
H 2.931 5.304 0.973 -0.02
H 1.523 5.113 0.569 0.03
O 2.159 5.807 0.782 -0.03
H 3.942 -0.291 -4.584 0.08
H 2.785 -0.547 -5.316 -0.04
O 3.702 -0.606 -5.525 -0.08
H 1.822 -1.971 -4.145 -0.04
H 1.624 -3.401 -4.793 0.08
O 1.878 -2.906 -3.955 -0.09
H -0.245 0.827 2.728 0.00
H 1.343 0.817 2.486 0.02
O 0.597 0.901 3.110 -0.05
H 1.731 5.951 -3.020 0.04
H 0.475 5.417 -2.787 -0.02
O 1.297 5.148 -3.278 -0.06
H 4.688 4.352 -0.501 0.07
H 4.519 4.462 0.959 0.02
O 4.778 3.807 0.318 -0.04
H 0.006 -6.503 -1.065 0.05
H 0.463 -5.319 -0.696 0.09
O -0.486 -5.686 -0.912 -0.10
H 1.576 -0.175 -2.631 0.10
H 0.433 0.119 -3.781 0.01
O 1.294 -0.259 -3.625 -0.08
H -5.554 0.358 -0.772 -0.01
H -6.014 1.570 -0.172 0.01
O -6.336 0.902 -0.752 -0.02
H 2.110 1.194 -0.117 0.05
H 1.630 -0.086 0.483 0.02
O 1.688 0.826 0.714 -0.07
H -1.695 -2.026 -4.788 0.03
O -2.207 -2.845 -4.548 -0.08
H 2.574 -5.738 2.118 0.00
H 3.366 -4.976 3.244 0.04
O 3.244 -5.128 2.305 -0.02
H -1.502 0.909 -5.195 0.03
H 1.466 -1.143 4.619 0.06
H -4.513 -0.570 2.673 -0.04
H 4.287 -1.047 -0.261 0.09
H -3.865 4.389 0.511 0.07
H -2.385 -2.867 -5.504 0.05
O 4.065 -4.245 -1.571 -0.09
H 3.116 -4.384 -1.720 0.02
H 4.360 -4.120 -2.556 0.11
O 2.529 2.461 -1.389 -0.05
H 3.403 2.418 -1.049 0.01
H 2.434 3.376 -1.768 0.07
O -1.725 -4.802 3.560 -0.03
H -1.180 -4.201 3.031 0.02
H -2.495 -4.307 3.783 0.00
O 5.407 -3.219 0.682 -0.06
H 5.196 -4.155 0.483 0.03
H 5.392 -2.862 -0.180 -0.03
O -4.021 2.419 2.297 -0.06
H -4.235 2.549 3.228 0.03
H -3.161 2.835 2.557 0.05
O -4.614 -1.995 -0.913 -0.03
H -4.536 -2.423 -1.756 0.03
H -5.415 -1.462 -1.025 0.03
O -0.800 1.697 0.762 -0.09
H 0.164 1.503 0.666 -0.01
H -1.363 0.930 0.597 -0.01
```


(4)
A molecular structure, C37H60AuFN3O10P2S2, computed with ωB97M-V/def2-TZVPD.

Energy relative to the best compared isomer or geometry (same formula, charge and spin)   0.0 kcal per mole
LUMO energy (spin up / spin down)   -3.16 / -3.32 eV
Orbital gap (spin up / spin down)   6.3130 / 6.8708 eV
HOMO (spin up / spin down)   -9.469 / -10.187 eV
Calculated total energy   -110941.945 eV
Total charge   +1
Spin multiplicity   3

Geometry as XYZ:
```
116
Properties=species:S:1:pos:R:3:lowdin_charge:R:1
Au 2.575 -1.200 -1.258 0.82
C -4.674 -4.690 -1.688 -0.06
C -4.521 -3.178 -1.726 -0.18
N -3.220 -2.729 -1.223 -0.03
C -2.234 -2.461 -2.113 0.04
C -0.966 -2.075 -1.820 -0.03
C -0.049 -1.996 -3.017 -0.62
O -0.477 -2.342 -4.099 0.07
O 1.138 -1.494 -2.852 -0.27
C -0.614 -1.883 -0.435 -0.29
O 0.440 -1.423 -0.001 -0.04
C -1.653 -2.302 0.532 -0.04
C -1.331 -2.308 1.889 0.09
C -2.265 -2.692 2.802 -0.18
F -1.916 -2.791 4.117 0.05
C -3.570 -3.046 2.437 -0.15
C -3.894 -3.030 1.094 0.06
C -2.932 -2.694 0.130 -0.12
N -4.526 -3.442 3.397 -0.09
C -5.265 -4.668 3.235 -0.14
C -4.798 -5.725 4.229 -0.07
N -4.892 -5.153 5.625 0.06
C -4.093 -3.876 5.768 -0.08
C -4.603 -2.893 4.726 -0.14
H -5.642 -4.980 -2.098 0.08
H -4.600 -5.081 -0.673 0.06
H -3.894 -5.164 -2.285 0.09
H -5.308 -2.671 -1.165 0.12
H -4.595 -2.819 -2.750 0.13
H -2.483 -2.611 -3.157 0.15
H -0.325 -2.045 2.188 0.14
H -4.903 -3.278 0.799 0.11
H -5.125 -5.068 2.234 0.13
H -6.342 -4.494 3.370 0.14
H -3.752 -5.984 4.073 0.15
H -5.411 -6.625 4.205 0.14
H -4.583 -5.843 6.311 0.18
H -5.875 -4.954 5.832 0.18
H -3.055 -4.141 5.578 0.13
H -4.211 -3.527 6.792 0.14
H -4.045 -1.964 4.802 0.14
H -5.654 -2.657 4.948 0.14
C 3.363 0.102 1.960 -0.09
O 4.413 0.139 0.981 -0.28
P 4.501 -1.062 -0.057 0.58
O 5.789 -0.715 -0.907 -0.26
C 5.774 -0.211 -2.251 -0.10
O 4.993 -2.233 0.856 -0.26
C 5.461 -3.509 0.364 -0.05
H 3.350 1.081 2.433 0.09
H 3.576 -0.667 2.702 0.09
H 2.400 -0.088 1.484 0.05
H 6.326 -0.910 -2.874 0.09
H 6.263 0.760 -2.250 0.09
H 4.754 -0.112 -2.625 0.05
H 5.728 -4.080 1.247 0.10
H 6.344 -3.346 -0.251 0.09
H 4.671 -4.014 -0.187 0.05
O 0.828 -4.552 -1.839 -0.33
S 2.206 -4.490 -1.433 0.16
O 2.458 -3.765 -0.204 -0.44
O 3.017 -5.665 -1.625 -0.35
S 3.099 -3.104 -2.889 0.65
O 1.779 1.055 -1.092 -0.41
P 1.321 2.491 -1.025 0.83
C -0.020 2.602 -2.251 -0.33
C -0.859 3.885 -2.366 -0.18
C -1.627 3.891 -3.687 -0.19
C -0.683 3.981 -4.895 -0.19
C 0.683 3.357 -4.584 -0.19
C 0.530 2.165 -3.641 -0.18
C 2.695 3.570 -1.571 -0.32
C 2.645 5.076 -1.244 -0.17
C 3.227 5.435 0.125 -0.20
C 4.633 4.870 0.296 -0.19
C 4.605 3.355 0.142 -0.19
C 4.072 2.963 -1.231 -0.18
C 0.836 2.856 0.702 -0.31
C 0.054 1.669 1.304 -0.20
C -1.457 1.823 1.188 -0.19
C -1.912 3.090 1.900 -0.20
C -1.275 4.314 1.255 -0.19
C 0.250 4.220 1.143 -0.17
H -0.667 1.789 -1.897 0.11
H -0.233 4.782 -2.306 0.11
H -1.563 3.937 -1.540 0.08
H -2.343 4.714 -3.703 0.11
H -2.215 2.970 -3.741 0.11
H -0.553 5.024 -5.190 0.11
H -1.134 3.470 -5.748 0.11
H 1.333 4.113 -4.134 0.10
H 1.175 3.043 -5.506 0.12
H 1.458 1.602 -3.531 0.10
H -0.175 1.459 -4.085 0.12
H 2.584 3.468 -2.653 0.10
H 1.632 5.469 -1.351 0.09
H 3.243 5.590 -2.003 0.12
H 2.601 5.037 0.927 0.08
H 3.227 6.521 0.239 0.12
H 5.043 5.156 1.266 0.11
H 5.293 5.298 -0.467 0.12
H 3.974 2.918 0.924 0.09
H 5.599 2.925 0.284 0.12
H 4.012 1.880 -1.328 0.07
H 4.776 3.320 -1.991 0.13
H 1.847 2.799 1.130 0.09
H 0.305 1.612 2.371 0.12
H 0.386 0.738 0.847 0.06
H -1.944 0.941 1.613 0.10
H -1.753 1.865 0.133 0.11
H -1.612 3.027 2.952 0.12
H -2.999 3.186 1.883 0.11
H -1.515 5.213 1.826 0.11
H -1.721 4.460 0.273 0.08
H 0.662 4.418 2.137 0.12
H 0.607 5.030 0.509 0.09
```


(5)
A single C21H29N3O4S2 molecule in a non-equilibrium geometry, computed with ωB97M-V/def2-TZVPD.

SMILES   O=C(CNC(=O)[C@]12C[C@H]3C[C@H](C[C@H](C3)C1)C2)N1CCN(S(=O)(=O)c2cccs2)CC1
Energy relative to the best compared isomer or geometry (same formula, charge and spin)   0.0 kcal per mole
LUMO energy   0.49 eV
Orbital gap   9.6775 eV
HOMO   -9.190 eV
Calculated total energy   -56579.945 eV
Total charge   0

Geometry as XYZ:
```
59
Properties=species:S:1:pos:R:3:nbo_charge:R:1
O -0.237 0.176 -4.664 -0.62
C 0.308 0.779 -3.760 0.68
C -0.444 1.878 -3.008 -0.32
N -0.979 1.417 -1.746 -0.60
C -0.499 1.823 -0.557 0.71
O 0.415 2.630 -0.467 -0.68
C -1.211 1.301 0.693 -0.12
C -2.382 0.357 0.424 -0.42
C -3.025 -0.051 1.754 -0.20
C -1.998 -0.773 2.624 -0.41
C -0.821 0.163 2.894 -0.22
C -1.317 1.405 3.632 -0.40
C -2.355 2.123 2.770 -0.22
C -3.531 1.188 2.490 -0.40
C -1.719 2.540 1.448 -0.39
C -0.183 0.572 1.568 -0.40
N 1.597 0.538 -3.423 -0.44
C 2.344 1.112 -2.333 -0.25
C 2.503 0.065 -1.215 -0.24
N 2.500 -1.282 -1.749 -0.68
S 1.054 -2.104 -1.573 2.34
O 1.033 -3.190 -2.500 -0.92
O -0.087 -1.233 -1.508 -0.96
C 1.271 -2.759 0.063 -0.55
C 2.388 -2.790 0.838 -0.21
C 2.155 -3.402 2.089 -0.26
C 0.870 -3.823 2.228 -0.39
S -0.079 -3.484 0.834 0.51
C 3.091 -1.374 -3.068 -0.24
C 2.285 -0.556 -4.089 -0.25
H 0.179 2.754 -2.814 0.24
H -1.281 2.167 -3.653 0.23
H -1.544 0.585 -1.794 0.42
H -2.027 -0.539 -0.092 0.22
H -3.132 0.852 -0.198 0.21
H -3.865 -0.723 1.550 0.21
H -2.458 -1.074 3.569 0.20
H -1.651 -1.675 2.117 0.21
H -0.074 -0.356 3.507 0.21
H -0.480 2.076 3.837 0.21
H -1.761 1.118 4.588 0.20
H -2.713 3.015 3.296 0.21
H -4.279 1.704 1.885 0.20
H -4.006 0.894 3.429 0.20
H -0.881 3.218 1.623 0.23
H -2.451 3.066 0.829 0.21
H 0.168 -0.320 1.040 0.21
H 0.673 1.228 1.744 0.23
H 3.328 1.404 -2.719 0.19
H 1.853 1.991 -1.918 0.27
H 1.671 0.138 -0.516 0.24
H 3.437 0.232 -0.667 0.20
H 3.332 -2.387 0.521 0.24
H 2.911 -3.519 2.845 0.23
H 0.424 -4.315 3.068 0.24
H 3.095 -2.427 -3.346 0.25
H 4.123 -1.018 -2.990 0.20
H 2.944 -0.159 -4.870 0.20
H 1.518 -1.178 -4.558 0.26
```


(6)
2 unconnected molecules or ions with the total composition C8H19ClN2OS in a non-equilibrium geometry, computed with ωB97M-V/def2-TZVPD.

LUMO energy   0.15 eV
Orbital gap   6.7887 eV
HOMO   -6.638 eV
Calculated total energy   -36987.021 eV
Total charge   0

Geometry as XYZ:
```
32
Properties=species:S:1:pos:R:3:nbo_charge:R:1
C -0.768 -3.308 -0.987 -0.62
C -0.282 -3.048 0.473 -0.43
C 0.749 -1.906 0.596 -0.15
Cl 2.305 -2.534 -0.144 -0.09
C 0.281 -0.566 -0.034 -0.26
C 1.451 0.150 -0.804 -0.42
C 1.159 1.647 -1.104 -0.27
N -0.240 2.058 -0.916 -0.52
C -0.811 1.743 0.402 0.08
N -2.233 1.492 0.137 -0.84
C -0.174 0.469 1.073 -0.34
S -1.298 -0.371 2.263 -0.05
H -0.239 -2.596 -1.642 0.20
H -0.535 -4.313 -1.351 0.23
H -1.842 -3.126 -1.123 0.21
H 0.158 -3.984 0.844 0.23
H -1.135 -2.812 1.125 0.22
H 0.978 -1.779 1.661 0.24
H -0.579 -0.730 -0.708 0.20
H 1.702 -0.412 -1.710 0.23
H 2.306 0.136 -0.116 0.23
H 1.847 2.322 -0.571 0.31
H 1.380 1.805 -2.171 0.22
H -0.835 1.718 -1.666 0.42
H -0.248 3.098 -0.996 0.52
H -0.772 2.582 1.102 0.26
H -2.788 1.677 0.953 0.39
H -2.376 0.558 -0.217 0.36
H 0.751 0.701 1.625 0.24
H -1.159 0.402 3.380 0.15
O 1.285 4.442 -0.032 -1.37
H 1.960 4.485 0.659 0.42
```


The calculation returns the following molar mass values, one per record and in order: 118.136, 76.119, 720.600, 1048.945, 451.614, 226.773 g/mol.